(1)
87
Properties=species:S:1:pos:R:3 method="wB97M-V/def2-TZVPD" homo_energy_ev="-11.75 / -11.75" charge=+1 gap_ev="6.69 / 8.32" e_above_lowest_kj_mol=0.0 multiplicity=4
Cr -1.6190 1.2555 -1.5194
C -5.1775 2.5748 -2.4693
C -3.8137 2.1720 -2.0676
O -2.7638 2.5303 -2.6753
O -3.5700 1.5058 -1.0120
H -5.8445 2.3444 -1.6464
H -5.3914 2.0719 -3.4129
H -5.1611 3.6392 -2.6983
C 0.3540 -1.2671 0.8634
C -0.3482 -0.2332 0.0630
O -1.6198 -0.1448 0.0433
O 0.2587 0.4956 -0.7730
H 1.2898 -0.8784 1.2593
H 0.6517 -1.9457 0.0539
H -0.2939 -1.7511 1.5792
O 3.2539 -3.4215 4.7822
C 2.9481 -3.9841 3.7756
O 1.9187 -4.8658 3.7265
C 1.6565 -5.3202 2.3952
C 2.5337 -4.4315 1.4841
C 3.6278 -3.9360 2.4320
H 0.6186 -5.0747 2.1925
H 1.8759 -6.3767 2.2691
H 1.9116 -3.5876 1.1629
H 2.8828 -4.8436 0.5401
H 4.0032 -2.9501 2.1763
H 4.4611 -4.6420 2.4237
O -0.2783 -4.5456 -0.5058
C -1.2736 -4.0056 -0.0991
O -1.4746 -3.8246 1.2151
C -2.8568 -3.5399 1.5323
C -3.5114 -3.1858 0.2006
C -2.5334 -3.6901 -0.8609
H -2.8952 -2.6686 2.1823
H -3.2328 -4.4335 2.0208
H -3.6084 -2.1062 0.1123
H -4.5140 -3.6059 0.1291
H -2.4138 -2.9299 -1.6342
H -2.7753 -4.5877 -1.4327
O -0.1546 2.0725 -2.8241
C 0.7466 2.8331 -3.1141
O 0.5802 4.1431 -3.0490
C 1.7639 4.8128 -3.5766
C 2.8943 3.7978 -3.4157
C 2.1802 2.4521 -3.3937
H 1.9303 5.7006 -2.9769
H 1.5673 5.0461 -4.6189
H 3.5007 3.9507 -2.5222
H 3.6248 3.8720 -4.2211
H 2.4381 1.8104 -2.5508
H 2.2572 1.8865 -4.3222
O -1.7323 2.4142 6.3135
C -1.6840 1.7889 5.3004
O -0.5223 1.3102 4.7966
C -0.7188 0.5781 3.5657
C -2.2047 0.7035 3.2130
C -2.8331 1.4564 4.3771
H -0.3628 -0.4472 3.6437
H -0.0724 1.1245 2.8783
H -2.7294 -0.2217 2.9664
H -2.2875 1.2135 2.2475
H -3.5383 0.8353 4.9332
H -3.4241 2.3180 4.0752
O -1.0611 2.8878 -0.3265
C -0.6337 3.5192 0.6176
O -0.4404 2.9436 1.7908
C 0.1780 3.8456 2.7493
C 0.4322 5.1521 1.9619
C -0.4051 4.9964 0.7006
H 1.0961 3.3613 3.0619
H -0.5033 4.0035 3.5804
H 1.4921 5.1939 1.7056
H 0.2393 6.0361 2.5623
H 0.0731 5.3973 -0.1885
H -1.4054 5.4307 0.7762
O 2.7922 0.0713 -5.2835
C 2.6556 -0.8820 -4.5707
O 1.5388 -1.0521 -3.8296
C 1.6248 -2.2801 -3.0789
C 3.1179 -2.5813 -3.0301
C 3.5911 -2.0780 -4.3804
H 1.0409 -3.0337 -3.6106
H 1.2227 -2.1815 -2.0740
H 3.3638 -3.6000 -2.7427
H 3.5357 -1.9152 -2.2666
H 3.3365 -2.7425 -5.2112
H 4.6236 -1.7555 -4.4464



(2)
17
Properties=species:S:1:pos:R:3 method="wB97M-V/def2-TZVPD" homo_energy_ev="-7.06 / -7.52" charge=0 gap_ev="6.79 / 8.21" e_above_lowest_kj_mol=447.4 multiplicity=1
C 2.2297 -0.6999 -0.0720
C -2.3529 -0.8807 -1.0716
C -0.6745 -0.9834 0.9908
C 1.3688 0.3299 0.0851
C 1.5795 1.6949 -0.4478
N 2.9205 -1.6405 -0.1815
N -1.9956 -0.6325 0.2471
N 0.2420 0.2362 0.9519
H -2.5786 -0.0392 -1.5811
H -1.9340 -1.6448 -1.7164
H -0.8933 -1.3010 2.0170
H -0.2102 -1.8690 0.4887
H 0.8751 1.9766 -1.2670
H 2.6838 1.8426 -0.7678
H 1.4982 2.3988 0.4674
H -2.4437 0.0995 0.6726
H -0.3148 1.1126 1.1846



(3)
8
Properties=species:S:1:pos:R:3 method="wB97M-V/def2-TZVPD" homo_energy_ev="-8.31 / -8.24" charge=0 gap_ev="7.37 / 6.76" e_above_lowest_kj_mol=335.7 multiplicity=1
C -0.5216 -0.2383 -0.5232
C 1.6363 -3.0954 0.3016
I 0.2917 -0.5727 -2.3409
I 3.5131 -2.7259 1.1660
I 1.7574 -3.8441 -1.6669
I 0.2235 -3.8721 1.6936
H -0.3467 0.8037 -0.1900
H -1.5627 -0.6956 -0.3517



(4)
74
Properties=species:S:1:pos:R:3 method="wB97M-V/def2-TZVPD" homo_energy_ev="-6.79 / -7.00" charge=0 gap_ev="5.87 / 6.27" multiplicity=5
Mn -0.8505 -0.0070 -0.5752
O -3.4688 2.5761 1.0035
C -2.7266 1.9181 0.2850
N -2.3434 0.6129 0.4247
C -3.1287 -0.2801 1.1321
C -4.2838 0.0206 1.8558
C -5.0620 -1.0012 2.3576
C -4.7098 -2.3266 2.1368
C -3.5537 -2.6445 1.4569
C -2.7221 -1.6304 0.9687
N -1.5671 -1.8328 0.2268
C -0.9242 -3.0190 0.4186
O -1.0011 -3.7061 1.4311
C -0.1216 -3.5271 -0.7316
C 0.5588 -4.7326 -0.5515
C 1.2186 -5.2943 -1.6238
C 1.1323 -4.6503 -2.8488
C 0.4412 -3.4486 -2.9222
N -0.1638 -2.8773 -1.8910
C -2.1864 2.4861 -0.9809
C -2.4807 3.7947 -1.3401
C -2.1391 4.2444 -2.5986
C -1.5050 3.3514 -3.4576
C -1.2050 2.0780 -3.0126
N -1.5234 1.6272 -1.7923
H -4.5705 1.0505 1.9943
H -5.9566 -0.7685 2.9129
H -5.3437 -3.1209 2.5029
H -3.3000 -3.6776 1.2916
H 0.5427 -5.1954 0.4210
H 1.7813 -6.2097 -1.5151
H 1.5941 -5.0711 -3.7276
H 0.3710 -2.9278 -3.8705
H -2.9952 4.4092 -0.6214
H -2.3600 5.2523 -2.9109
H -1.2490 3.6433 -4.4633
H -0.6872 1.3841 -3.6653
C 0.6864 -1.4509 2.9155
Si 1.8863 -0.7840 1.5984
C 2.5651 -2.0459 0.3291
C 3.4595 -0.2329 2.5521
C 1.0898 0.6351 0.5651
C 1.6011 0.5962 -0.7995
C 2.7720 1.1888 -1.2862
C 3.1335 1.0117 -2.6011
C 2.2866 0.2877 -3.4386
C 1.1228 -0.2388 -2.9137
N 0.7943 -0.1186 -1.6254
Si 1.0837 2.3912 1.3251
C 2.6297 3.0223 2.2664
C -0.3458 2.5061 2.5811
C 0.9187 3.6094 -0.1562
H 0.9286 -2.4740 3.1841
H -0.3429 -1.4480 2.5756
H 0.7397 -0.8497 3.8173
H 2.5833 -3.0568 0.7176
H 3.5796 -1.7814 0.0397
H 1.9590 -2.0528 -0.5698
H 4.0245 -1.1033 2.8745
H 3.2186 0.3362 3.4427
H 4.1184 0.3760 1.9421
H 3.3880 1.7514 -0.6059
H 4.0606 1.4167 -2.9809
H 2.5311 0.1385 -4.4786
H 0.4294 -0.7833 -3.5428
H 2.7123 2.5765 3.2505
H 2.5558 4.0963 2.4107
H 3.5597 2.8261 1.7451
H 0.0340 2.4226 3.5935
H -1.0711 1.7121 2.4406
H -0.8788 3.4483 2.5088
H 1.8891 4.0185 -0.4311
H 0.2646 4.4450 0.0694
H 0.5217 3.1080 -1.0352



(5)
14
Properties=species:S:1:pos:R:3 method="wB97M-V/def2-TZVPD" smiles="CC1=C[C@@]12C[NH2+]2" homo_energy_ev=-14.60 charge=+1 gap_ev=11.36 e_above_lowest_kj_mol=363.0 multiplicity=1
C 1.3220 -1.9653 -0.4950
C 0.2768 -0.9797 -0.3911
C -0.8462 -0.5054 -0.9572
C -0.4776 0.1101 0.2768
C -0.9941 1.1939 1.0869
N -0.0214 1.8646 0.2753
H 1.8057 -2.0892 0.4619
H 1.9973 -1.4817 -1.1376
H 1.0220 -2.9289 -1.0495
H -1.6841 -0.7512 -1.6095
H -2.1212 1.4177 0.9716
H -0.7121 1.1984 2.1382
H -0.3731 2.6607 -0.2930
H 0.8059 2.2561 0.7222



(6)
20
Properties=species:S:1:pos:R:3 method="wB97M-V/def2-TZVPD" smiles="CC(N)=O.CCC" homo_energy_ev=-9.79 charge=0 gap_ev=10.61 e_above_lowest_kj_mol=111.0 multiplicity=1
C 1.5732 1.6702 1.5037
C 0.1151 1.7317 1.9812
N -0.5448 0.5301 1.8686
O -0.4343 2.7840 2.1983
H 2.3059 1.0154 1.9871
H 2.1535 2.6139 1.6161
H 1.4684 1.5957 0.4209
H -1.3766 0.2871 2.3906
H 0.0497 -0.2690 1.6940
C 0.7265 -0.5706 -1.3596
C -0.7259 -0.8067 -0.8551
C -1.4675 -1.8102 -1.7986
H 1.2709 -1.4175 -0.8996
H 0.9484 0.4438 -1.1642
H 0.6968 -0.7103 -2.4906
H -0.7602 -1.1197 0.1620
H -1.3911 0.0634 -0.9731
H -2.5196 -1.9606 -1.6871
H -1.2751 -1.3723 -2.7826
H -0.8133 -2.6984 -1.8120



(7)
13
Properties=species:S:1:pos:R:3 method="wB97M-V/def2-TZVPD" homo_energy_ev="-21.26 / -22.10" charge=+2 gap_ev="11.52 / 8.83" e_above_lowest_kj_mol=71.1 multiplicity=2
N -1.8454 0.2006 0.2746
H -2.4559 -0.2189 -0.4326
H -0.8054 0.2645 -0.0490
H -2.1041 1.1721 0.4964
H -1.8035 -0.3903 1.1080
C 1.3374 0.5765 0.8322
C 1.2989 -0.4776 -0.0651
N 0.4540 -0.5487 -1.1431
H 1.0208 1.5613 0.5403
H 1.8617 0.5073 1.7769
H 2.0459 -1.3001 0.0388
H 0.3545 -1.4978 -1.5095
H 0.6411 0.1513 -1.8678



(8)
9
Properties=species:S:1:pos:R:3 method="wB97M-V/def2-TZVPD" smiles="C=P(Cl)(Cl)P(Cl)Cl" homo_energy_ev=-9.14 charge=0 gap_ev=8.99 e_above_lowest_kj_mol=86.9 multiplicity=1
C 1.7018 -0.0111 -0.4068
P 0.2083 -0.5704 0.1764
Cl -0.8219 -0.8399 2.0440
Cl -0.3188 -2.2496 -0.5636
P -1.0838 0.9357 -0.8402
Cl -1.2297 2.3088 0.5955
Cl -2.9467 0.0871 -0.5417
H 2.6438 -0.5909 -0.3109
H 1.8470 0.9304 -0.1526